# C5H8O

A single C5H8O molecule (ωB97M-V/def2-TZVPD, the Open Molecules 2025 dataset).

Results
Frontier orbital gap, eV: 8.388
Lowest unoccupied orbital energy, eV: 0.95
ΔE to the lowest compared entry with this formula, charge and spin, eV: 4.456
Net charge: 0
HOMO, eV: -7.4
E_tot, eV: -7357.7992

CARTESIAN COORDINATES (ANGSTROEM)
C  0.778  0.953  -1.473
C  0.171  0.144  -0.372
C  -0.318  -1.103  -0.428
C  -0.922  -1.652  0.776
O  -0.463  -0.353  1.850
C  0.002  0.730  1.004
H  0.187  1.855  -1.684
H  0.839  0.368  -2.395
H  1.793  1.285  -1.212
H  -0.306  -1.704  -1.335
H  -0.390  -2.504  1.210
H  -1.470  -0.593  1.653
H  0.935  1.111  1.441
H  -0.745  1.539  1.040

For reference, the Mulliken charges in units of e are: atom 1 (C): -1.322, atom 2 (C): 0.368, atom 3 (C): -0.121, atom 4 (C): -0.682, atom 5 (O): -0.317, atom 6 (C): -0.365, atom 7 (H): 0.295, atom 8 (H): 0.315, atom 9 (H): 0.309, atom 10 (H): 0.401, atom 11 (H): 0.133, atom 12 (H): 0.479, atom 13 (H): 0.272, atom 14 (H): 0.235